10
Properties=species:S:1:pos:R:3 method="wB97M-V/def2-TZVPD" homo_lumo_gap_ev="9.77 / 5.64" e_homo_ev="-9.572 / -8.055" de_lowest_ev=6.9166 energy_ha=-669.507341
C -0.579 1.529 0.254
C 0.332 0.742 1.042
C -1.433 1.740 -0.721
C 2.068 -1.915 1.340
N 0.171 2.012 1.321
Cl 3.189 -1.685 2.538
H -1.640 2.731 -1.091
H -1.942 0.919 -1.196
H 2.331 -1.666 0.330
H 1.070 -2.199 1.614

12
Properties=species:S:1:pos:R:3 method="wB97M-V/def2-TZVPD" smiles="CC1=C=NNN=C1Cl" homo_lumo_gap_ev="7.68 / 7.68" e_homo_ev="-8.611 / -8.609" de_lowest_ev=6.7294 energy_ha=-779.063071
C -0.705 0.784 -0.089
C 0.222 -1.196 -0.745
C 0.022 -0.488 0.320
C 0.391 -0.688 1.779
N -0.419 1.208 -1.251
N 0.170 -0.860 -2.001
N 0.208 0.469 -2.105
Cl -2.094 2.244 0.463
H 1.538 -0.657 2.059
H 0.092 -1.676 2.196
H -0.174 -0.019 2.333
H 0.749 0.879 -2.959

14
Properties=species:S:1:pos:R:3 method="wB97M-V/def2-TZVPD" smiles="O=C(CCl)Nc1nncs1" homo_lumo_gap_ev=10.18 e_homo_ev=-9.897 de_lowest_ev=0.0009 energy_ha=-1252.708146
C -0.750 2.041 0.322
C -1.461 1.154 -0.690
C -0.215 -0.889 0.016
C 1.324 -2.349 1.049
H -1.253 3.010 0.264
H -0.812 1.638 1.324
H -1.482 -0.646 -1.569
H 2.045 -3.098 1.320
N -1.041 -0.157 -0.819
N -0.095 -0.677 1.291
N 0.811 -1.509 1.874
O -2.345 1.575 -1.400
S 0.791 -2.173 -0.589
Cl 0.970 2.232 -0.078

12
Properties=species:S:1:pos:R:3 method="wB97M-V/def2-TZVPD" smiles="N#CC(=O)[C@H](Cl)CO" homo_lumo_gap_ev=10.48 e_homo_ev=-11.194 de_lowest_ev=1.1403 energy_ha=-820.206343
C -0.651 -0.105 -1.029
C 0.183 0.813 -0.212
C 0.156 0.304 1.230
C 1.321 -0.521 1.669
H -0.776 -2.034 -1.163
H -0.650 0.271 -2.103
H -1.755 -0.039 -0.707
H 1.246 0.853 -0.532
N 2.256 -1.115 1.992
O -0.138 -1.415 -0.845
O -0.759 0.523 2.009
Cl -0.432 2.465 -0.309

11
Properties=species:S:1:pos:R:3 method="wB97M-V/def2-TZVPD" homo_lumo_gap_ev="6.95 / 10.66" e_homo_ev="-15.711 / -19.467" multiplicity=2 total_charge=+2 de_lowest_ev=2.3540 energy_ha=-324.640138
H 0.336 0.194 -1.755
O -2.724 1.305 -0.351
C -1.881 0.650 -0.006
C -0.748 -0.043 0.474
C 0.573 -0.125 -0.732
C 0.378 -1.522 -0.332
H -0.934 -0.481 1.463
H 0.946 -1.858 0.539
H -0.068 -2.142 -1.113
O 0.721 0.800 0.225
Cs 3.401 3.222 1.589

10
Properties=species:S:1:pos:R:3 method="wB97M-V/def2-TZVPD" homo_lumo_gap_ev="4.99 / 8.01" e_homo_ev="-5.576 / -8.578" multiplicity=2 de_lowest_ev=0.0000 energy_ha=-1870.368340
O 2.244 0.517 -0.036
C 1.152 0.203 -0.507
C -0.072 0.948 -0.276
C -1.210 0.299 -0.047
C -2.128 -0.497 0.415
H 1.016 -0.807 -0.942
H 0.014 2.019 -0.072
H -2.911 -0.885 -0.240
Cu 3.781 -0.659 0.401
H -1.885 -1.138 1.304